68
Properties=species:S:1:pos:R:3 method="wB97M-V/def2-TZVPD" e_above_lowest_kj_mol=92.0 multiplicity=6 lumo_ev="-2.6 / -5.1" e_tot_ev=-58644.7317 homo_lumo_gap_ev="6.1 / 5.9" s_squared=8.78 fmax_ev_per_a=2.163 charge=+1 homo_energy_ev="-8.7 / -11.0"
C 1.147 2.357 2.793
C 1.528 2.482 1.420
C 0.336 2.698 0.641
H 2.542 2.443 1.033
C -0.792 2.671 1.549
C -0.271 2.477 2.880
H -0.854 2.474 3.795
H 1.826 2.193 3.625
H 0.292 2.888 -0.427
H -1.829 2.857 1.288
Ru 0.061 0.628 1.429
C -0.827 -0.076 -0.243
H -1.769 0.442 -0.461
H -0.994 -1.160 -0.247
H -0.097 0.199 -1.019
Si -0.378 -1.176 -3.911
C 1.343 -0.982 -4.558
C 2.041 0.224 -4.371
H 1.564 1.059 -3.850
C 3.349 0.365 -4.854
H 3.881 1.309 -4.709
C 3.973 -0.701 -5.516
H 4.997 -0.593 -5.883
C 3.281 -1.907 -5.698
H 3.768 -2.738 -6.216
C 1.977 -2.051 -5.216
H 1.438 -2.990 -5.353
C -1.416 0.236 -4.499
C -1.187 0.828 -5.755
H -0.424 0.420 -6.426
C -1.925 1.951 -6.154
H -1.721 2.419 -7.122
C -2.923 2.470 -5.316
H -3.494 3.348 -5.627
C -3.191 1.848 -4.089
H -3.977 2.243 -3.442
C -2.462 0.722 -3.695
H -2.697 0.218 -2.756
H -0.279 -1.245 -2.445
H -1.014 -2.427 -4.377
C -1.735 -2.239 2.498
P -1.381 -0.505 2.787
C -2.994 0.278 2.931
C -0.641 -0.408 4.481
C -1.353 -0.288 5.667
C -0.638 -0.138 6.866
C 0.757 -0.097 6.858
C 1.467 -0.194 5.661
C 0.765 -0.359 4.469
P 1.527 -0.794 2.815
C 1.574 -2.608 3.196
C 1.964 -1.248 0.903
H -2.248 -2.320 1.537
H -2.374 -2.630 3.297
H -0.833 -2.843 2.467
H -3.695 -0.405 3.434
H -2.928 1.213 3.501
H -3.338 0.486 1.904
H -2.445 -0.313 5.662
H -1.184 -0.056 7.805
H 1.312 0.026 7.786
H 2.552 -0.135 5.623
H 1.503 -2.747 4.280
H 0.794 -3.184 2.698
H 2.549 -2.979 2.858
H 1.400 -2.132 0.562
H 1.753 -0.350 0.290
H 3.048 -1.451 0.949

***

68
Properties=species:S:1:pos:R:3 method="wB97M-V/def2-TZVPD" e_above_lowest_kj_mol=177.4 multiplicity=2 lumo_ev="-2.3 / -2.7" e_tot_ev=-79180.5863 homo_lumo_gap_ev="7.7 / 7.3" s_squared=0.76 fmax_ev_per_a=4.247 charge=+1 homo_energy_ev="-10.0 / -10.0"
C -1.523 1.292 1.273
C -1.921 -0.040 1.592
C -1.449 -0.362 2.907
H -2.586 -0.663 1.018
C -0.801 0.796 3.407
C -0.841 1.816 2.408
H -0.655 2.873 2.601
H -1.892 1.860 0.432
H -1.653 -1.252 3.486
H -0.589 1.004 4.458
Ti 0.420 -0.084 1.584
C 1.364 -1.238 0.486
H 1.564 -1.905 1.358
H 1.769 -0.199 0.371
H 1.546 -1.700 -0.472
Si -1.718 -2.054 -1.168
C -1.179 -1.812 -2.951
C -2.338 -1.360 -3.619
H -3.259 -1.204 -3.027
C -2.288 -0.920 -4.929
H -3.190 -0.497 -5.362
C -1.049 -0.971 -5.581
H -0.987 -0.614 -6.603
C 0.099 -1.493 -4.949
H 1.034 -1.586 -5.519
C 0.079 -1.834 -3.595
H 1.007 -2.032 -3.028
C -1.950 -3.597 -0.181
C -3.066 -4.055 -0.911
H -3.199 -3.664 -1.931
C -4.092 -4.737 -0.257
H -4.934 -5.109 -0.853
C -3.993 -4.935 1.134
H -4.839 -5.422 1.643
C -2.880 -4.472 1.874
H -2.830 -4.688 2.946
C -1.866 -3.747 1.219
H -1.109 -3.244 1.822
H -1.044 -1.336 0.240
H -3.107 -1.733 -1.099
C 3.797 0.259 1.880
P 2.352 1.230 2.393
C 2.370 1.632 4.169
C 2.318 2.799 1.428
C 2.902 3.960 1.948
C 2.971 5.140 1.188
C 2.412 5.185 -0.087
C 1.738 4.069 -0.601
C 1.703 2.882 0.133
P 0.805 1.435 -0.542
C -0.385 1.996 -1.741
C 2.060 0.729 -1.726
H 3.576 -0.807 2.015
H 4.661 0.534 2.480
H 4.008 0.437 0.822
H 1.785 2.547 4.380
H 3.411 1.766 4.508
H 1.917 0.774 4.703
H 3.306 3.935 2.964
H 3.451 6.021 1.623
H 2.481 6.092 -0.679
H 1.243 4.149 -1.574
H 0.124 2.684 -2.417
H -0.793 1.168 -2.326
H -1.200 2.531 -1.266
H 2.416 1.534 -2.389
H 2.931 0.317 -1.200
H 1.587 -0.076 -2.313

***

75
Properties=species:S:1:pos:R:3 method="wB97M-V/def2-TZVPD" e_above_lowest_kj_mol=0.0 lumo_ev=0.3 e_tot_ev=-59902.2056 homo_lumo_gap_ev=7.7 fmax_ev_per_a=0.176 homo_energy_ev=-7.5
Pd 1.981 1.037 1.773
N 4.041 4.810 0.110
C 2.959 4.215 0.690
O 1.913 4.085 0.075
C 3.161 3.802 2.132
C 2.095 2.859 2.666
H 3.987 5.041 -0.866
H 4.942 4.775 0.551
H 3.203 4.737 2.709
H 4.151 3.349 2.217
H 1.115 3.337 2.575
H 2.280 2.698 3.732
F 7.858 0.100 3.318
C 6.555 0.321 2.998
C 5.632 0.471 4.010
C 4.302 0.701 3.669
C 3.873 0.779 2.342
C 4.856 0.612 1.357
C 6.195 0.389 1.669
H 5.955 0.413 5.042
H 3.584 0.832 4.471
H 4.579 0.662 0.309
H 6.949 0.268 0.902
C -4.750 2.118 -1.525
C -4.920 0.592 -1.510
C -6.218 0.230 -0.782
C -5.035 0.135 -2.970
C -3.680 -0.078 -0.828
O -2.505 0.249 -1.555
C -3.834 -1.606 -0.726
C -2.576 -2.363 -0.269
C -1.523 -2.578 -1.332
C -0.380 -1.785 -1.396
C 0.585 -1.991 -2.369
C 0.411 -3.013 -3.289
Cl 1.632 -3.295 -4.494
C -0.717 -3.815 -3.255
C -1.676 -3.589 -2.277
C -3.464 0.497 0.611
N -2.164 1.095 0.814
C -1.056 0.536 1.299
N -0.042 1.365 1.161
C -0.600 2.462 0.576
N -1.886 2.332 0.349
H -5.494 2.556 -2.192
H -3.758 2.399 -1.874
H -4.896 2.570 -0.544
H -7.043 0.809 -1.202
H -6.173 0.462 0.285
H -6.470 -0.826 -0.891
H -5.898 0.620 -3.429
H -5.181 -0.941 -3.071
H -4.159 0.429 -3.551
H -2.467 -0.299 -2.346
H -4.152 -2.014 -1.688
H -4.642 -1.818 -0.022
H -2.892 -3.343 0.099
H -2.123 -1.856 0.584
H -0.243 -0.978 -0.689
H 1.462 -1.358 -2.416
H -0.837 -4.608 -3.979
H -2.554 -4.225 -2.244
H -3.572 -0.293 1.354
H -4.197 1.262 0.842
H -1.008 -0.446 1.739
H -0.019 3.338 0.334
C 3.392 -3.662 -0.631
C 2.281 -3.486 0.405
C 2.075 -2.081 0.746
N 1.946 -0.972 1.002
H 3.528 -4.721 -0.841
H 4.333 -3.255 -0.263
H 3.138 -3.159 -1.564
H 2.522 -4.015 1.329
H 1.333 -3.880 0.035